10 unconnected molecules or ions with the total composition C25H66NO21S at a distorted geometry. Source: the Open Molecules 2025 dataset; level of theory: ωB97M-V/def2-TZVPD.

The geometry in ORCA input format:
```
! wB97M-V def2-TZVPD RIJCOSX def2/J DEFGRID3
* xyz -1 1
C -4.108 2.653 0.814
C -3.119 2.217 -0.246
C -3.042 0.696 -0.283
C -4.238 -0.020 -0.869
C -4.348 0.318 -2.351
C -4.505 1.828 -2.620
N -3.673 2.678 -1.619
O -3.686 3.906 -1.830
C -5.994 2.179 -2.497
C -3.922 1.995 -4.047
C -1.639 2.683 -0.285
H -5.143 2.351 0.896
H -3.993 3.846 0.817
H -3.607 2.230 1.760
H -3.010 0.398 0.855
H -2.035 0.192 -0.536
H -5.106 0.423 -0.576
H -4.018 -1.057 -0.616
H -5.110 -0.379 -2.755
H -3.393 0.067 -2.856
H -6.375 2.233 -1.436
H -6.705 1.432 -2.928
H -6.453 3.104 -2.689
H -3.933 3.089 -4.407
H -4.385 1.434 -4.942
H -2.951 1.700 -4.103
H -1.087 2.476 0.734
H -1.644 3.924 -0.331
H -1.062 2.535 -1.063
S 0.951 -0.476 0.415
O 0.137 -1.111 -0.646
O 1.619 0.731 -0.055
O 0.053 -0.144 1.521
O 1.948 -1.412 0.840
C 2.502 0.525 4.393
C 3.264 0.920 3.060
O 3.819 -0.258 2.484
O 1.934 1.592 4.941
H 3.091 0.083 5.164
H 1.775 -0.202 4.031
H 3.912 1.808 3.172
H 2.329 1.310 2.399
H 3.051 -0.219 1.858
H 1.148 1.847 4.473
C -1.664 3.217 4.214
C -1.186 1.822 4.132
O -0.057 1.818 3.281
O -2.680 3.480 5.195
H -1.955 3.617 3.137
H -0.767 3.839 4.352
H -2.099 1.193 3.679
H -1.033 1.527 4.993
H -0.131 1.168 2.624
H -3.417 3.188 4.989
C 5.080 -0.996 -0.569
C 5.121 -0.803 -2.168
O 5.692 0.453 -2.675
O 4.363 -2.131 -0.330
H 4.468 -0.129 -0.214
H 6.007 -0.930 -0.111
H 4.029 -0.983 -2.497
H 5.725 -1.417 -2.752
H 5.485 1.253 -2.112
H 3.451 -1.877 -0.201
C 1.730 -6.136 -0.113
C 2.454 -4.788 0.123
O 1.993 -4.041 1.291
O 2.434 -6.720 -1.192
H 0.619 -5.931 -0.309
H 1.826 -6.650 0.866
H 2.230 -4.136 -0.474
H 3.605 -4.951 0.319
H 2.011 -3.194 1.058
H 2.179 -6.335 -2.032
C 0.393 -2.913 3.885
C -0.735 -3.039 2.960
O -1.477 -1.788 2.960
O 1.173 -4.064 3.916
H -0.101 -2.634 4.996
H 1.204 -2.149 3.525
H -1.349 -3.937 3.236
H -0.444 -3.418 1.833
H -0.822 -1.142 2.507
H 1.492 -4.210 3.069
C 3.752 3.076 -0.219
C 2.536 3.976 0.062
O 1.653 3.222 0.894
O 3.487 2.087 -1.119
H 4.172 2.560 0.688
H 4.562 3.718 -0.611
H 2.061 4.167 -0.838
H 2.953 4.871 0.663
H 1.675 2.340 0.542
H 2.737 1.653 -0.957
C -1.798 -3.405 -1.958
C -0.472 -3.930 -2.015
O 0.472 -2.813 -2.419
O -2.028 -2.702 -0.888
H -2.589 -4.233 -1.911
H -2.269 -2.761 -2.805
H -0.342 -4.761 -2.740
H -0.459 -4.510 -1.072
H 0.487 -2.205 -1.610
H -1.377 -1.945 -0.860
C 0.574 1.105 -4.763
C 0.661 0.967 -3.205
O -0.612 0.783 -2.649
O 1.870 1.341 -5.205
H -0.137 1.838 -5.036
H 0.097 0.218 -5.194
H 1.162 1.918 -2.732
H 1.386 0.271 -2.788
H -0.540 -0.011 -2.126
H 2.285 1.876 -4.611
*
```

For the orbital gap, the calculation gives 3.602 eV.

6 unconnected molecules or ions with the total composition C18H25FN2O17S2 at a distorted geometry. Source: the Open Molecules 2025 dataset; level of theory: ωB97M-V/def2-TZVPD.

The geometry in ORCA input format:
```
! wB97M-V def2-TZVPD RIJCOSX def2/J DEFGRID3
* xyz 0 1
C -2.089 1.703 -0.195
C -2.754 1.257 -1.492
N -1.976 0.164 -2.106
N -2.725 -1.027 -2.404
C -2.495 -1.884 -1.529
S -2.106 -2.821 -0.384
S -1.031 0.621 -3.380
O -0.771 -0.516 -4.188
O -1.514 1.779 -4.049
F 0.287 0.959 -2.654
H -2.745 2.385 0.332
H -1.131 2.165 -0.424
H -1.922 0.819 0.412
H -3.712 0.827 -1.218
H -2.975 2.074 -2.171
C 0.074 -4.643 -3.877
C -0.993 -5.319 -4.707
O -1.672 -6.121 -3.736
C -1.470 -5.566 -2.516
O -2.042 -5.893 -1.529
O -0.532 -4.587 -2.581
H 0.318 -3.643 -4.228
H 0.990 -5.233 -3.811
H -1.702 -4.609 -5.136
H -0.586 -5.939 -5.502
C -0.144 -3.947 3.710
C -0.271 -3.134 4.973
O -0.476 -1.809 4.462
C -0.985 -1.915 3.213
O -1.416 -1.002 2.583
O -0.938 -3.191 2.776
H -0.531 -4.958 3.815
H 0.875 -3.992 3.346
H -1.139 -3.418 5.573
H 0.619 -3.177 5.593
C 3.892 -1.666 2.468
C 5.125 -2.481 2.796
O 4.659 -3.326 3.858
C 3.320 -3.431 3.750
O 2.641 -4.186 4.373
O 2.835 -2.561 2.836
H 3.822 -1.398 1.417
H 3.813 -0.761 3.071
H 5.446 -3.110 1.964
H 5.962 -1.874 3.127
C -0.344 5.822 -2.879
C -1.516 5.069 -3.471
O -2.119 4.489 -2.310
C -1.770 5.232 -1.236
O -2.239 5.097 -0.152
O -0.814 6.133 -1.559
H -0.099 6.730 -3.423
H 0.552 5.204 -2.795
H -2.240 5.730 -3.950
H -1.220 4.296 -4.176
C 0.658 5.279 2.028
C 0.615 3.814 2.404
O 1.647 3.260 1.578
C 2.516 4.251 1.266
O 3.564 4.082 0.734
O 2.028 5.458 1.639
H 0.403 5.938 2.854
H 0.016 5.509 1.177
H 0.872 3.641 3.451
H -0.343 3.347 2.192
*
```

For the orbital gap, the calculation gives 9.402 eV.

C4H6N2O5 in the gas phase at a distorted geometry. Source: the Open Molecules 2025 dataset; level of theory: ωB97M-V/def2-TZVPD.

The geometry in ORCA input format:
```
! wB97M-V def2-TZVPD RIJCOSX def2/J DEFGRID3
* xyz 0 1
C 0.936 -1.154 -0.799
C 1.426 -2.363 -2.817
C -0.126 0.138 1.030
C -0.366 -1.030 -0.019
N 0.361 1.521 -2.243
N 0.432 0.418 -2.739
O 0.708 -2.111 -1.757
O 1.668 -3.447 -3.229
O 1.967 -0.627 -0.618
O 1.681 0.026 -3.304
O 1.835 -1.308 -3.662
H -0.210 1.148 0.766
H 0.789 0.098 1.433
H -0.766 0.051 1.799
H -0.397 -2.101 0.442
H -1.228 -0.771 -0.570
H 1.212 1.993 -2.335
*
```

For the orbital gap, the calculation gives 10.993 eV.

A gas-phase ion, C4H9NOS (charge -2) at a distorted geometry. Source: the Open Molecules 2025 dataset; level of theory: ωB97M-V/def2-TZVPD.

The geometry in ORCA input format:
```
! wB97M-V def2-TZVPD RIJCOSX def2/J DEFGRID3
* xyz -2 1
C -0.202 0.173 -0.037
N -0.972 -1.022 -0.407
C -2.316 -0.690 -1.015
O -2.376 -1.022 -2.348
C 1.109 -0.150 0.719
C 1.953 1.109 0.942
S 3.626 0.746 1.678
H -0.824 0.869 0.526
H 0.053 0.721 -0.965
H -0.537 -1.556 -1.134
H -2.537 0.373 -0.804
H -3.058 -1.354 -0.519
H 1.633 -0.891 0.117
H 0.878 -0.633 1.673
H 1.481 1.798 1.632
H 2.091 1.530 -0.057
*
```

For the orbital gap, the calculation gives 5.847 eV.

C4H5PS2 in the gas phase at a distorted geometry. Source: the Open Molecules 2025 dataset; level of theory: ωB97M-V/def2-TZVPD.

The geometry in ORCA input format:
```
! wB97M-V def2-TZVPD RIJCOSX def2/J DEFGRID3
* xyz 0 1
C 0.945 -1.416 -0.026
C 1.442 -0.010 -0.049
C -0.382 -1.513 -0.057
C 0.527 0.890 0.306
P -1.155 0.075 -0.284
S 0.662 2.730 0.311
S -3.311 -0.223 0.406
H 1.790 -2.178 -0.057
H 2.422 0.262 -0.402
H -0.900 -2.441 -0.221
H 1.730 2.786 -0.415
H -3.769 1.039 0.488
*
```

For the orbital gap, the calculation gives 7.922 eV.

A molecular structure, C5H6Cl3N2 at a distorted geometry. Source: the Open Molecules 2025 dataset; level of theory: ωB97M-V/def2-TZVPD.

The geometry in ORCA input format:
```
! wB97M-V def2-TZVPD RIJCOSX def2/J DEFGRID3
* xyz 1 1
C 1.198 -0.263 -0.585
C -0.202 0.695 2.623
C 0.657 0.338 1.681
C -1.034 0.126 -0.120
C -0.689 -0.444 -1.992
N 0.323 0.084 0.339
N 0.715 -0.561 -1.797
Cl 2.865 -0.328 -0.310
Cl -1.143 0.823 -3.100
Cl -1.474 -1.970 -2.319
H 0.158 0.853 3.624
H -1.254 0.843 2.462
H 1.703 0.199 1.900
H -1.465 1.116 -0.180
H -1.686 -0.624 0.314
H 1.327 -0.886 -2.538
*
```

For the orbital gap, the calculation gives 9.590 eV.